[1]
The following is a quantum chemistry calculation of a structure of composition C19H25ClIO2P2Pt at a distorted geometry, from the Open Molecules 2025 dataset.

The geometry in XYZ format:
```
51
Properties=species:S:1:pos:R:3:forces:R:3:nbo_charge:R:1
C 1.62419 -3.76953 -3.31848 0.18 -0.54 -0.09 -0.77
C 1.49867 -2.33112 -2.96028 0.43 2.55 -3.77 0.53
H 1.82787 -3.81742 -4.40027 -0.05 0.12 0.30 0.31
H 0.69460 -4.31291 -3.14094 -0.11 0.08 0.13 0.29
H 2.42682 -4.27061 -2.76022 -0.33 0.25 -0.13 0.29
O 1.23607 -1.38504 -3.69452 0.78 -3.36 2.82 -0.47
I 2.88453 -1.90545 -1.00659 0.80 -0.50 -0.33 0.25
Pt 0.33696 -1.14685 -0.96423 -1.24 -0.87 2.59 0.45
P -1.80996 -1.07277 -1.85764 -2.46 -0.34 -1.34 1.05
C -2.37068 0.47718 -2.64847 0.25 0.01 -0.04 -0.97
C -1.90948 -2.34982 -3.16710 0.33 0.13 0.15 -0.96
H -2.79528 -2.30666 -0.04835 -0.27 0.13 -0.09 0.26
H -4.03569 -1.82540 -1.24749 0.20 0.14 0.07 0.29
H -3.40166 -0.62533 -0.08841 -0.09 -0.23 -0.16 0.24
C -3.14156 -1.49704 -0.70060 -0.07 -0.06 0.18 -0.96
H -1.65212 -3.31756 -2.71495 -0.16 0.16 -0.17 0.26
H -2.92950 -2.39089 -3.58071 0.34 0.06 0.12 0.29
H -3.43842 0.39452 -2.92370 0.46 -0.08 0.14 0.29
H -1.78547 0.68182 -3.55730 -0.18 -0.06 0.24 0.28
H -1.17921 -2.11391 -3.95778 -0.40 -0.10 0.19 0.27
H -2.24270 1.32005 -1.95799 -0.07 -0.13 -0.17 0.24
C 0.75735 0.37273 -1.97900 2.40 5.60 -3.71 0.47
O 0.96584 1.35500 -2.55386 -1.01 -2.74 1.92 -0.39
Cl -0.36190 -3.15719 0.19361 0.39 -0.46 0.11 -0.06
C -1.21794 -0.47285 2.01763 -0.52 -0.16 0.23 -0.98
P 0.15498 0.18770 1.04175 0.16 0.23 1.52 1.04
C -0.23763 1.98894 0.91836 -2.24 -0.71 -0.91 -0.24
C 0.74343 2.96093 1.18751 0.88 0.08 0.28 0.02
C 0.42733 4.32164 1.16687 -1.33 1.53 -0.30 -0.16
C -0.87762 4.71770 0.85923 1.83 1.30 0.36 -0.15
C -1.86317 3.76923 0.58881 -1.04 0.14 -0.18 0.07
C -1.54897 2.40505 0.62002 1.68 -1.70 0.52 -0.21
C 1.57083 0.17905 2.18756 0.24 0.57 -0.21 -0.34
C 2.89430 0.28360 1.71517 0.03 -0.48 -0.32 -0.26
C 3.96002 0.07605 2.58604 -0.24 0.39 0.48 -0.17
C 3.73031 0.03398 3.97902 -0.34 -0.12 -0.56 -0.12
C 2.42405 0.15527 4.46024 0.22 -0.11 0.14 -0.19
C 1.34963 0.17668 3.57663 -0.48 0.02 0.08 -0.19
H -2.13795 -0.55879 1.42002 0.46 0.13 0.27 0.26
H -1.41963 0.17355 2.88487 0.03 -0.27 -0.28 0.27
H -0.95680 -1.49157 2.35298 -0.03 0.49 -0.05 0.30
H 1.76423 2.67286 1.44392 -0.24 -0.07 -0.10 0.26
H 1.19099 5.07122 1.38873 -0.25 -0.27 -0.08 0.28
H -1.12756 5.78573 0.80697 0.12 -0.51 0.12 0.28
H -2.89194 4.07671 0.35222 0.52 -0.04 0.09 0.27
H -2.32782 1.66718 0.44695 0.08 0.15 -0.01 0.24
H 3.10731 0.49786 0.65559 -0.15 -0.36 0.51 0.22
H 4.96736 -0.01596 2.19170 -0.09 0.21 0.11 0.25
H 4.56159 -0.08874 4.66849 -0.14 0.06 -0.13 0.26
H 2.23159 0.19182 5.53504 0.09 -0.05 -0.37 0.26
H 0.32981 0.22935 3.98293 0.61 -0.19 -0.15 0.23
```
Forces are in eV/Å.

Calculated values
- Multiplicity: 5
- Energy relative to the best compared isomer or geometry (same formula, charge and spin): 49.0 kcal per mole
- Frontier orbital gap (spin up / spin down): 6.04 / 3.91 eV
- Expectation value of S²: 6.04
- Total charge: +3

=====

[2]
The following is a quantum chemistry calculation of a structure of composition C8H8O3 at a distorted geometry, from the Open Molecules 2025 dataset.

The geometry in XYZ format:
```
19
Properties=species:S:1:pos:R:3:forces:R:3:nbo_charge:R:1
C 3.27326 0.20034 -1.16713 3.56 -0.77 -1.92 -0.65
C 1.97065 -0.21228 -0.50784 -3.22 4.08 -2.66 -0.14
C 1.69126 -1.54912 -0.55964 -1.13 -2.81 3.28 -0.16
C 0.31878 -1.99598 -0.30727 2.79 -2.49 0.81 -0.30
C -0.71003 -1.15689 0.11347 2.53 1.23 -1.59 0.33
C -0.56996 0.20788 -0.06901 3.87 4.17 0.17 -0.25
C 0.74483 0.68991 -0.50552 0.08 -1.65 0.55 -0.10
C -1.28078 1.48007 0.53578 -1.88 -0.36 1.17 0.80
H 3.57964 1.35616 -1.64445 -1.60 -3.48 1.76 0.26
H 4.27653 -0.09977 -0.37323 -2.95 0.72 -2.72 0.23
H 3.17989 -0.65797 -2.23127 1.35 3.05 3.17 0.22
H 2.60984 -2.31762 -0.30262 -2.53 1.74 -1.52 0.23
H 0.23954 -3.15589 -0.07934 -0.18 2.51 -0.57 0.21
H -1.89308 -2.54186 0.50185 0.20 1.89 0.84 0.49
H 0.61667 1.78473 -0.77624 1.51 -1.41 0.53 0.24
H -3.01023 2.13552 0.78361 -0.58 -0.57 0.37 0.48
O -1.74095 -1.56873 0.74116 -3.77 -3.88 0.84 -0.62
O -2.75357 1.19214 0.72372 3.88 2.08 -0.74 -0.71
O -0.78384 2.56572 0.90071 -1.94 -4.05 -1.79 -0.57
```
Forces are in eV/Å.

Calculated values
- Multiplicity: 1
- Energy relative to the best compared isomer or geometry (same formula, charge and spin): 127.5 kcal per mole
- Frontier orbital gap: 8.59 eV

=====

Question: Which of these has the highest energy relative to the best compared isomer or geometry (same formula, charge and spin)?
Answer: C8H8O3